ORCA calculation (ωB97M-V with the def2-TZVPD basis set) on the molecule C4H3ClF2S.

* frontier orbital gap: 0.2728 Eh
* E_LUMO: -1.734 eV
* 2S+1: 1
* SMILES string: C=CC(=S)C(F)(F)Cl
* net charge: 0
* energy relative to the best compared isomer or geometry (same formula, charge and spin): 50.6 kcal/mol
* electronic energy: -1212.195317 a.u.

Last column: Mulliken charge in e.
CARTESIAN COORDINATES (ANGSTROEM)
Cl1 -1.5588 -1.4169 -0.9946  -0.108
S1 0.7606 0.9199 -2.2371  -0.183
F1 -1.8070 1.0678 -1.6103  -0.206
F2 -1.7081 0.5786 0.4534  -0.208
C1 0.7828 -0.4535 1.5442  -0.594
C2 0.2160 0.4823 -0.7445  0.133
C3 -1.2747 0.2837 -0.7250  0.702
C4 0.9703 -0.0614 0.1958  -0.216
H1 2.0129 -0.4529 -0.3426  0.171
H2 1.7836 -0.6195 1.9946  0.289
H3 -0.1775 -0.3280 2.4662  0.219

Cartesian forces (eV/Å) of the 6 atoms listed first:
Cl -0.7 -0.8 -0.6
S 0.6 0.3 0.8
F -2.0 0.5 -1.0
F -1.8 0.9 2.7
C -0.7 2.0 0.3
C -2.8 1.1 -5.9